No. 1
ORCA calculation (the ωB97M-V functional and the def2-TZVPD basis) on a single C10H17N3O4S molecule.

CARTESIAN COORDINATES (ANGSTROEM)
C -1.577 -0.903 -0.613
C -1.954 0.258 0.315
H -3.016 0.498 0.204
H 2.036 3.003 -0.416
H 4.236 0.237 -0.859
N 2.371 -1.495 1.090
H -1.759 -0.016 1.352
C -1.121 1.988 -1.254
C 1.272 -0.658 1.311
O 0.334 -1.074 1.943
H -2.036 -0.760 -1.594
H -4.000 -2.217 -0.866
O -0.352 1.552 2.444
C -3.514 -2.395 0.091
H -1.535 -2.378 0.938
C 2.691 2.231 -0.808
O 0.494 3.138 0.786
O 4.375 -2.013 0.142
C 1.396 0.654 0.696
H -2.130 2.120 -1.643
H -0.630 2.956 -1.195
C 2.464 0.951 -0.083
H -1.627 -3.044 -0.697
H 2.333 -2.404 1.537
H -3.906 -1.688 0.817
H 3.729 2.543 -0.701
C 3.470 -1.239 0.316
H -3.769 -3.398 0.423
C -2.002 -2.255 -0.040
H -0.559 1.335 -1.931
H -0.492 -0.909 -0.748
N 3.439 0.010 -0.278
H 2.487 2.094 -1.870
S 0.052 1.808 1.105
N -1.197 1.468 0.086

=====

No. 2
ORCA calculation (the ωB97M-V functional and the def2-TZVPD basis) on 2 unconnected molecules or ions with the total composition C10H17N4O5.

Total charge   -1

CARTESIAN COORDINATES (ANGSTROEM)
C 1.146 -1.055 -1.271
O -0.564 1.709 3.871
H 1.687 1.355 -2.315
O 0.037 3.653 2.841
C 0.639 -0.096 -0.281
C 1.388 2.039 -1.517
C -1.509 0.170 -1.935
H 0.110 -3.516 0.462
C -0.894 2.526 5.012
H 2.361 -3.980 -1.626
H 1.806 -2.828 -2.894
C 1.533 -3.352 -1.975
H 0.667 -4.008 -2.156
O -2.963 0.575 -0.342
H -1.220 1.831 5.783
N 0.638 2.096 0.713
C -2.101 -1.154 -1.966
N 1.219 -2.390 -0.944
N 0.170 1.538 1.753
C 0.893 1.264 -0.347
H -1.592 -1.765 -2.717
N -2.140 1.088 -1.160
O -1.919 2.323 -1.206
H 0.174 -0.474 0.626
H -1.697 3.228 4.768
H -3.171 -1.080 -2.212
H -0.026 3.096 5.355
H 0.613 2.713 -1.912
C -0.109 2.446 2.837
H 1.870 -3.659 0.561
O 1.462 -0.695 -2.425
H -0.863 0.530 -2.735
H -2.014 -1.648 -0.986
H 2.241 2.653 -1.207
C 1.051 -2.951 0.385
H 1.074 -2.182 1.161

=====

No. 3
ORCA calculation (the ωB97M-V functional and the def2-TZVPD basis) on a single C10H17N5O2S molecule.

CARTESIAN COORDINATES (ANGSTROEM)
H -2.680 1.578 -5.506
O 2.594 -2.688 4.047
H 3.101 -2.328 2.081
O -1.084 -1.661 1.282
H -1.929 0.373 -3.437
N 0.000 2.972 -3.103
C -1.808 1.916 -4.954
H 1.934 -0.087 3.816
N 0.922 3.075 -2.244
H -0.915 1.504 -5.417
N -0.737 1.904 -2.786
H 0.616 0.922 0.836
H 2.310 0.022 2.080
H -3.134 3.120 -2.839
N 0.686 -1.210 2.600
C 0.481 -0.085 0.443
C 2.999 -1.795 3.039
C -3.157 2.033 -2.818
C 1.990 -0.647 2.875
H 1.407 -0.424 -0.023
C -0.189 1.379 -1.661
C -1.913 1.469 -3.502
H 1.383 -3.832 2.827
C -0.042 -1.066 1.475
S -0.809 -0.011 -0.841
H 0.151 -1.628 4.566
C 1.331 -3.248 3.758
H -1.750 3.000 -5.003
H 1.095 -3.912 4.590
H -0.690 -2.584 3.310
C 0.266 -2.158 3.615
H 3.972 -1.409 3.343
H -4.048 1.690 -3.336
H -3.206 1.698 -1.785
N 0.853 2.118 -1.329

=====

No. 4
ORCA calculation (the ωB97M-V functional and the def2-TZVPD basis) on a single C10H17NO molecule.

CARTESIAN COORDINATES (ANGSTROEM)
H 0.096 -2.993 1.280
C 0.596 -2.441 0.504
H 3.204 2.424 0.288
C -2.048 -1.629 1.094
H -3.042 -1.188 1.057
C 1.423 0.734 -0.704
H 3.254 1.845 1.963
H 1.831 -1.087 -1.264
H -0.062 -1.531 -2.822
C 0.090 -1.354 -0.074
C -3.042 2.093 -0.220
H 1.660 -0.008 1.354
H 3.899 0.844 0.660
H 0.774 -0.008 -3.185
H -4.010 2.014 -0.718
C -1.453 0.403 -0.160
H -0.784 0.020 -2.351
C 0.864 -0.572 -1.109
H -2.091 -2.650 0.715
C 1.742 0.893 0.730
H -3.133 2.772 0.632
H -1.704 -1.639 2.129
N -1.164 -0.823 0.267
C 3.113 1.548 0.925
H 0.970 1.602 1.059
C 0.150 -0.525 -2.463
O -2.676 0.813 0.246
H 1.562 -2.813 0.210
H -2.292 2.473 -0.917

=====

Q: Which E_HOMO values were calculated for the entries above? A: -9.3875; -3.1299; -8.9556; -7.7490, in eV.